# 1
Below is a cluster of 3 separate species, C11H32N3O5P in total, with properties calculated with ωB97M-V/def2-TZVPD.

Its energy above the lowest of the compared OMol25 structures with the same formula, charge and spin is 69.8 kcal/mol. For the largest force on an atom, the calculation gives 5.0 eV/A. As for the SMILES: CCN[C@H](OC)[C@@H](N)P(=N)(O)O.CC(C)O.CC(C)O.

```
! RIJCOSX wB97M-V def2-TZVPD def2/J DEFGRID3
* xyz 0 1
H 1.3656 -0.3778 -1.2318
H 2.2426 -0.9113 4.9495
C 0.2703 2.4129 -0.8357
H 2.5786 -1.7263 3.4279
H 1.5207 0.9971 3.6489
C 0.7672 1.1201 0.0974
H -2.1981 -0.4733 -0.7910
P -1.9273 -3.1455 -0.0200
H 0.8383 -0.8219 1.4468
C -1.6383 2.9762 -4.3085
H -3.0231 0.7928 -5.3136
H 3.8867 -1.5009 4.6124
H -1.0081 2.3797 -4.9755
C 3.0002 -1.0376 4.1680
C -1.2013 -1.5453 0.7261
H -3.9118 3.5983 -3.2874
H -4.0594 -2.4691 0.2531
H 4.0671 0.1383 2.7155
H -1.3500 -1.6184 1.9058
C -3.5946 1.4356 -4.6367
H -3.0251 -0.6044 0.7205
C 2.6425 -2.2645 0.3799
H 3.0716 -2.9633 1.2194
H -1.5681 -4.5314 -1.8345
O -3.4682 2.9208 -2.7507
H -2.1891 1.3516 -3.0093
O -1.0750 -3.7637 -1.4108
H 3.2265 -2.5324 -0.6208
H 1.1225 3.2064 -0.9928
H -0.1547 1.9803 -1.8468
H 2.8882 -1.1420 0.6102
O 1.1817 -2.5201 0.2004
C 0.3948 -1.3027 0.4480
H -0.9982 3.4661 -3.5668
H 4.1457 2.2310 4.0623
C 3.3434 0.2955 3.5227
H -4.3500 0.8264 -4.1291
H -2.1107 3.7733 -4.8936
N 0.5354 -0.2269 -0.6179
H 0.1040 1.1990 1.0865
O 2.1690 0.8540 2.9395
C -2.6844 2.1114 -3.6236
H -4.1363 2.1780 -5.2334
C 3.9149 1.2721 4.5383
H -1.3164 -5.1021 0.8802
O -3.5905 -2.8346 -0.5604
H 3.1896 1.4803 5.3329
H 4.8287 0.8781 4.9938
N -1.8743 -4.2728 1.1821
H -0.6193 2.9918 -0.2955
H 1.8785 1.2208 0.4530
N -2.1019 -0.3999 0.2650
*
```

Here is what natural (NBO) gives for the atomic charges, in e:
1. H 0.3752
2. H 0.2009
3. C -0.6492
4. H 0.2183
5. H 0.4641
6. C -0.2366
7. H 0.3802
8. P 2.0535
9. H 0.1809
10. C -0.6321
11. H 0.2104
12. H 0.2130
13. H 0.2102
14. C -0.6319
15. C -0.3869
16. H 0.4576
17. H 0.4914
18. H 0.1746
19. H 0.2666
20. C -0.6288
21. H 0.3522
22. C -0.2876
23. H 0.2004
24. H 0.5086
25. O -0.7184
26. H 0.1777
27. O -0.9648
28. H 0.1961
29. H 0.2113
30. H 0.2178
31. H 0.1916
32. O -0.5545
33. C 0.2572
34. H 0.2209
35. H 0.2189
36. C 0.0930
37. H 0.2183
38. H 0.1973
39. N -0.6944
40. H 0.2125
41. O -0.7268
42. C 0.0918
43. H 0.1962
44. C -0.6294
45. H 0.3803
46. O -0.9667
47. H 0.1993
48. H 0.2121
49. N -1.3350
50. H 0.2238
51. H 0.1953
52. N -0.8264

---

# 2
Below is a structure of composition C11H32N4O5Tl, with properties calculated with ωB97M-V/def2-TZVPD.

Its energy above the lowest of the compared OMol25 structures with the same formula, charge and spin is 9.6 kcal/mol. For the largest force on an atom, the calculation gives 3.3 eV/A.

```
! RIJCOSX wB97M-V def2-TZVPD def2/J DEFGRID3
* xyz 1 1
C 1.0953 -1.1485 2.9997
H 1.2268 -3.5597 -4.7437
H 2.3835 3.7442 -0.0498
H 2.5637 -2.5949 -4.1659
H 1.8362 -1.6652 2.3599
C 1.6877 -3.1674 -3.8315
H 2.9100 0.0902 1.6306
C -2.8296 0.2118 2.0057
H -2.7213 2.7230 1.3915
O 2.1496 -2.7793 -1.3335
H -0.4712 2.8873 1.0711
C -0.9926 -2.0920 -4.9271
N -1.8788 1.1956 2.5141
C -1.9488 2.4555 2.1179
H 2.1720 -2.6416 -0.3675
H 0.7490 0.9043 4.6632
H -1.9921 -1.6546 -5.0465
H -2.3424 -0.7161 1.6815
C 0.4085 1.1064 3.6161
H 0.3785 3.6841 -0.0863
Tl -0.8279 -0.2957 -0.2242
H -1.0646 -3.1820 -5.0329
H 0.1027 -1.5787 2.7850
H 2.0262 4.4001 -1.8474
O -1.2938 1.7978 -1.6245
H -0.0731 -3.0062 -0.5053
N -0.9710 -0.8457 -2.7818
H -0.3350 -1.7111 -5.7244
H 1.3507 -1.3446 4.0762
H 1.7666 2.5619 -1.4011
H -0.8893 1.8839 -2.4938
H 0.5954 2.1725 3.3900
H -1.5278 1.3773 4.5323
H -1.5316 3.2748 2.7155
H -1.2834 -0.2820 3.8173
C 2.4434 0.7635 2.3636
H -0.7466 2.2754 -0.9351
H -2.0765 0.6694 -2.8960
O 0.1893 2.7928 0.3174
N 1.0759 0.2779 2.6065
C 0.7560 -2.3472 -3.0319
H 3.1168 0.8099 3.2581
N 0.9416 -2.1423 -1.7295
C 1.8864 3.6014 -1.0300
C -0.4447 -1.7531 -3.5829
O -0.5172 -2.9577 0.3880
H -3.5170 -0.1530 2.7742
H 2.0417 -4.0181 -3.2472
H -3.3911 0.6153 1.1615
C -1.1063 0.7997 3.6869
H 2.3842 1.7677 1.9159
O -1.9942 -0.1470 -3.4277
H -1.4695 -3.0597 0.2277
*
```

Here is what natural (NBO) gives for the atomic charges, in e:
1. C -0.4231
2. H 0.2382
3. H 0.1971
4. H 0.2635
5. H 0.1999
6. C -0.6953
7. H 0.1948
8. C -0.4107
9. H 0.2053
10. O -0.5544
11. H 0.4812
12. C -0.6896
13. N -0.3855
14. C -0.3632
15. H 0.4874
16. H 0.1892
17. H 0.2688
18. H 0.1755
19. C -0.2304
20. H 0.4897
21. Tl 0.8211
22. H 0.2445
23. H 0.1980
24. H 0.1973
25. O -1.0345
26. H 0.4907
27. N -0.1728
28. H 0.2539
29. H 0.1898
30. H 0.1759
31. H 0.4864
32. H 0.2108
33. H 0.2097
34. H 0.2094
35. H 0.2122
36. C -0.4151
37. H 0.5231
38. H 0.4973
39. O -0.9797
40. N -0.4580
41. C 0.2305
42. H 0.1845
43. N -0.1929
44. C -0.5662
45. C 0.2027
46. O -0.9671
47. H 0.2175
48. H 0.2669
49. H 0.2197
50. C -0.2228
51. H 0.2077
52. O -0.5571
53. H 0.4785

---

# 3
Below is a cluster of 11 separate species, C11H33N11O22 in total, with properties calculated with ωB97M-V/def2-TZVPD.

Its energy above the lowest of the compared OMol25 structures with the same formula, charge and spin is 92.0 kcal/mol. For the largest force on an atom, the calculation gives 4.5 eV/A. As for the SMILES: C[N+](=O)[O-].C[N+](=O)[O-].C[N+](=O)[O-].C[N+](=O)[O-].C[N+](=O)[O-].C[N+](=O)[O-].C[N+](=O)[O-].C[N+](=O)[O-].C[N+](=O)[O-].C[N+](=O)[O-].C[N+](=O)[O-].

```
! RIJCOSX wB97M-V def2-TZVPD def2/J DEFGRID3
* xyz 0 1
H 17.1458 2.4205 2.3809
C 22.2156 5.9725 -10.5347
O 18.0250 -0.7879 -7.0963
N 11.4937 7.8547 -7.6469
H 22.9097 6.7422 -10.8723
H 12.0039 8.9705 -5.9057
H 19.0967 2.0277 -6.9026
C 16.8726 2.1124 3.3902
H 17.3456 2.7378 4.1473
H 11.1113 7.5512 -5.5594
O 21.2695 5.5477 -8.4037
N 16.6388 -2.4577 -1.1848
O 14.2171 8.7059 -0.9209
H 16.4300 -0.3222 -1.2440
O 16.6341 11.8488 -2.7590
O 20.2026 8.4759 -0.0234
N 15.8526 12.7615 -3.1326
H 24.0011 9.0941 -4.5653
N 10.6322 2.6861 -0.8847
C 23.5584 8.1885 -4.1505
H 12.8611 7.4784 -6.1722
O 24.9154 6.6379 -2.9919
H 12.6661 2.7781 -0.3650
O 16.3183 13.7909 -3.6202
O 12.3035 8.2925 -8.4796
N 15.4788 2.4734 3.6857
H 21.3247 5.9588 -11.1625
H 20.2878 0.9946 -7.8184
H 23.4284 7.3836 -4.8739
N 24.5214 7.8520 -3.0176
O 14.7543 1.5820 4.0857
H 20.4385 6.6393 2.0789
C 17.7337 5.9736 -3.5724
H 17.1892 1.1474 3.7859
C 14.3911 12.6902 -3.0367
O 17.6338 3.6252 -3.2869
C 19.4925 1.0266 -7.0738
O 10.6391 3.8743 -1.1200
O 16.5418 4.8808 -1.7719
H 11.5823 2.1617 0.9734
O 24.8696 8.7602 -2.2723
H 17.3107 -0.9488 -2.6052
C 11.8021 2.1712 -0.0942
H 19.7886 0.6057 -6.1130
H 13.9281 13.5629 -3.4974
O 15.0873 3.5668 3.3070
H 14.1902 12.6477 -1.9662
H 11.9542 1.1521 -0.4499
N 13.1086 8.7420 -0.3869
H 22.5770 8.4036 -3.7277
H 22.1797 6.9687 1.8137
N 18.3112 0.2511 -7.6339
O 9.7802 1.8402 -1.2004
O 21.1788 7.5342 -9.2175
H 13.8201 7.9904 1.5290
C 16.4809 -1.1657 -1.9326
N 17.3010 4.7339 -2.7996
O 12.1449 9.1658 -0.9758
H 12.2425 7.4372 0.9632
C 11.8751 7.9390 -6.2334
H 12.3587 9.0861 1.5839
H 22.7000 5.0002 -10.6256
C 21.1711 7.3775 1.7524
O 20.9662 6.4889 -0.3694
H 21.0924 8.3865 2.1569
H 18.4170 5.7705 -4.3970
H 15.5297 -1.1249 -2.4633
C 12.8959 8.3058 1.0448
O 17.9373 0.5748 -8.7086
O 16.5910 -3.5725 -1.7569
H 18.0463 6.8550 -3.0124
O 10.4867 7.2658 -7.9837
N 20.7566 7.4567 0.3324
H 14.1558 11.7760 -3.5816
N 21.5432 6.3772 -9.3032
H 16.7275 6.3041 -3.8302
O 16.8479 -2.4042 -0.0015
*
```

Here is what Löwdin gives for the atomic charges, in e:
1. H 0.1080
2. C 0.0309
3. O 0.0617
4. N -0.4401
5. H 0.1037
6. H 0.0972
7. H 0.0929
8. C 0.0325
9. H 0.0988
10. H 0.1009
11. O 0.0299
12. N -0.4215
13. O 0.0461
14. H 0.0882
15. O 0.0304
16. O 0.0642
17. N -0.4261
18. H 0.0943
19. N -0.4364
20. C 0.0458
21. H 0.1037
22. O 0.0165
23. H 0.0925
24. O 0.0473
25. O 0.0366
26. N -0.4593
27. H 0.1096
28. H 0.0987
29. H 0.0908
30. N -0.3988
31. O 0.0672
32. H 0.1050
33. C 0.0509
34. H 0.1026
35. C 0.0394
36. O 0.0249
37. C 0.0537
38. O 0.0632
39. O 0.0078
40. H 0.1026
41. O 0.0575
42. H 0.0992
43. C 0.0398
44. H 0.0899
45. H 0.1002
46. O 0.0497
47. H 0.1060
48. H 0.0912
49. N -0.4414
50. H 0.0940
51. H 0.1020
52. N -0.4744
53. O 0.0476
54. O 0.0640
55. H 0.0955
56. C 0.0409
57. N -0.3734
58. O 0.0492
59. H 0.0973
60. C 0.0286
61. H 0.0983
62. H 0.1015
63. C 0.0470
64. O 0.0524
65. H 0.1006
66. H 0.0968
67. H 0.0969
68. C 0.0546
69. O 0.0779
70. O 0.0344
71. H 0.0963
72. O 0.0731
73. N -0.4706
74. H 0.1034
75. N -0.4400
76. H 0.0961
77. O 0.0619